# 1
The following is a DFT calculation (ωB97M-V/def2-TZVPD) of a cluster of 2 separate species, C5H13NO in total in a non-equilibrium geometry.

Each line ends with the Mulliken charge.
CARTESIAN COORDINATES (ANGSTROEM)
C1 3.438 -0.673 -0.687  -0.888
C2 2.064 -1.237 -0.127  -0.617
H1 3.936 0.093 -0.120  0.294
H2 4.066 -1.544 -0.651  0.277
H3 3.266 -0.237 -1.707  0.266
H4 1.638 -2.208 -0.501  0.331
H5 2.210 -1.623 0.870  0.313
H6 1.363 -0.386 -0.102  0.015
C3 -1.962 -0.085 -0.061  -0.041
C4 -2.805 0.934 -0.906  -0.989
C5 -1.632 0.328 1.228  0.362
O1 -2.117 -0.014 2.262  -0.600
N1 -0.605 1.266 1.318  -0.358
H7 -2.621 -1.091 0.079  0.225
H8 -1.047 -0.515 -0.576  0.163
H9 -2.789 1.880 -0.251  0.280
H10 -3.771 0.694 -1.263  0.314
H11 -0.219 1.519 2.295  0.218
H12 -0.197 1.788 0.685  0.147
H13 -2.215 1.113 -1.784  0.288

Output
HOMO-LUMO gap, Ha: 0.389
E_LUMO, eV: 0.76
Total energy, Ha: -328.2493



# 2
The following is a DFT calculation (ωB97M-V/def2-TZVPD) of a cluster of 12 separate species, C54H67F5O18 in total in a non-equilibrium geometry.

Each line ends with the Mulliken charge.
CARTESIAN COORDINATES (ANGSTROEM)
C1 1.685 10.242 8.121  -0.543
O1 2.900 10.388 8.744  -0.345
C2 3.891 9.561 8.351  0.798
O2 3.852 8.571 7.597  -0.447
O3 5.008 9.991 8.869  -0.324
C3 6.238 9.377 8.515  -0.274
H1 1.240 9.346 8.553  0.142
H2 1.708 10.155 7.035  0.280
H3 1.189 11.145 8.479  0.244
H4 7.085 9.769 9.078  0.278
H5 6.383 9.668 7.475  0.305
H6 6.285 8.288 8.494  -0.141
C4 0.616 -2.000 10.483  -0.672
O4 0.918 -0.653 10.579  -0.321
C5 2.139 -0.165 10.627  0.589
O5 3.110 -0.864 10.852  -0.538
O6 2.073 1.258 10.411  -0.239
C6 3.200 2.083 10.232  -0.390
H7 -0.355 -2.147 10.009  0.249
H8 0.452 -2.386 11.490  0.290
H9 1.339 -2.606 9.938  0.328
H10 3.011 2.971 10.836  0.268
H11 3.228 2.248 9.155  0.325
H12 4.134 1.768 10.697  0.090
C7 5.180 6.646 10.876  0.069
O7 3.850 6.915 10.508  -0.084
C8 2.794 6.306 11.041  0.738
O8 2.781 5.445 11.961  -0.657
O9 1.683 6.822 10.507  -0.149
C9 0.451 6.537 11.121  -0.727
H13 5.525 5.614 10.823  -0.341
H14 5.285 7.154 11.835  0.539
H15 5.839 7.207 10.213  -0.245
H16 0.322 5.456 11.170  0.243
H17 -0.390 6.914 10.540  0.254
H18 0.293 6.938 12.123  0.341
C10 7.980 3.423 9.852  -0.421
O10 7.656 4.263 8.736  -0.004
C11 6.426 4.401 8.297  0.159
O11 5.427 3.969 8.842  -0.494
O12 6.406 5.188 7.130  0.399
C12 5.164 5.388 6.485  -0.097
H19 7.976 3.791 10.878  0.161
H20 8.963 3.018 9.611  0.068
H21 7.403 2.502 9.769  0.339
H22 5.286 5.864 5.512  -0.345
H23 4.502 6.009 7.088  0.045
H24 4.624 4.444 6.415  0.257
C13 4.615 3.335 2.610  -0.452
O13 6.041 2.985 2.676  -0.388
C14 6.906 3.598 3.486  0.566
O14 6.656 4.612 4.072  -0.209
O15 8.061 2.931 3.541  -0.231
C15 8.476 1.736 2.874  -0.769
H25 4.249 3.412 3.634  0.080
H26 3.953 2.669 2.057  0.305
H27 4.462 4.317 2.164  0.246
H28 7.681 0.996 2.966  0.366
H29 9.311 1.229 3.358  0.259
H30 8.770 1.812 1.827  0.307
C16 10.327 4.560 14.521  -0.674
O16 9.354 5.456 14.922  -0.373
C17 8.373 5.868 14.022  0.673
O17 8.154 5.551 12.847  -0.427
O18 7.528 6.769 14.594  -0.299
C18 7.189 6.733 15.975  -0.743
H31 9.925 3.559 14.364  0.284
H32 11.003 4.379 15.357  0.308
H33 10.920 4.932 13.685  0.316
H34 6.532 7.540 16.299  0.272
H35 8.145 6.973 16.440  0.344
H36 6.910 5.787 16.439  0.305
F1 10.910 10.466 6.927  -0.315
C19 9.925 9.673 6.465  0.152
C20 9.219 10.006 5.323  -0.651
C21 8.283 9.092 4.774  -0.216
C22 8.027 7.892 5.396  -0.163
C23 8.577 7.619 6.648  -0.374
C24 9.554 8.498 7.155  -0.878
H37 9.560 10.896 4.816  0.429
H38 7.735 9.369 3.886  0.455
H39 7.233 7.243 5.057  0.069
H40 8.398 6.703 7.193  1.009
H41 10.087 8.224 8.053  0.495
F2 11.763 0.739 6.977  -0.379
C25 11.501 2.057 7.140  0.671
C26 10.337 2.547 6.677  -0.759
C27 10.143 3.933 6.733  -0.232
C28 11.082 4.801 7.371  -0.393
C29 12.317 4.267 7.685  -0.615
C30 12.514 2.832 7.662  -0.638
H42 9.666 1.889 6.145  0.500
H43 9.175 4.264 6.389  0.631
H44 10.863 5.858 7.408  0.316
H45 13.197 4.799 8.017  0.443
H46 13.416 2.280 7.882  0.446
F3 14.474 1.505 13.969  -0.321
C31 13.719 2.032 12.948  0.411
C32 14.087 3.158 12.241  -0.557
C33 13.253 3.626 11.200  -0.413
C34 12.017 2.997 10.896  -0.138
C35 11.664 1.884 11.692  -0.281
C36 12.554 1.346 12.603  -0.635
H47 15.025 3.633 12.485  0.433
H48 13.585 4.533 10.716  0.388
H49 11.288 3.447 10.239  0.337
H50 10.688 1.464 11.501  0.407
H51 12.277 0.533 13.257  0.361
F4 4.769 3.121 16.658  -0.327
C37 5.023 2.654 15.445  0.080
C38 5.204 3.490 14.354  -0.460
C39 5.579 3.003 13.135  0.302
C40 5.684 1.621 12.955  -0.443
C41 5.390 0.708 14.018  -0.875
C42 5.089 1.281 15.275  -0.417
H52 5.078 4.553 14.499  0.542
H53 5.722 3.758 12.376  0.380
H54 5.957 1.112 12.042  0.394
H55 5.566 -0.354 13.921  0.445
H56 4.916 0.591 16.087  0.407
F5 1.939 5.510 5.933  -0.093
C43 1.178 4.531 6.546  0.220
C44 0.250 3.780 5.819  -0.724
C45 -0.610 2.963 6.558  -0.273
C46 -0.460 2.688 7.935  -0.677
C47 0.543 3.443 8.591  -0.203
C48 1.304 4.349 7.944  0.186
H57 0.268 3.839 4.741  0.520
H58 -1.397 2.400 6.078  0.410
H59 -0.951 1.906 8.495  0.513
H60 0.643 3.125 9.618  0.450
H61 2.030 4.922 8.502  0.605
C49 6.624 7.719 1.776  -0.348
C50 5.423 7.614 2.492  0.243
C51 4.201 8.119 1.937  -0.609
C52 4.224 8.730 0.681  -0.327
C53 5.399 8.781 -0.043  -0.372
C54 6.565 8.224 0.440  -0.716
H62 7.514 7.274 2.197  0.517
H63 5.360 7.232 3.500  0.094
H64 3.291 7.982 2.503  0.389
H65 3.383 9.244 0.238  0.367
H66 5.430 9.289 -0.996  0.369
H67 7.457 8.267 -0.167  0.369

Output
HOMO-LUMO gap (spin up / spin down), Ha: 0.225 / 0.072
Net charge: +1
2S+1: 2
E_LUMO (spin up / spin down), eV: -4.25 / -8.39
Total energy, Ha: -3951.0587



# 3
The following is a DFT calculation (ωB97M-V/def2-TZVPD) of a cluster of 2 separate species, C21H30NO5 in total in a non-equilibrium geometry.

Each line ends with the Mulliken charge.
CARTESIAN COORDINATES (ANGSTROEM)
C1 1.926 -3.139 3.554  -0.065
C2 2.029 -3.146 2.347  -1.167
C3 1.957 -3.199 0.909  1.017
C4 1.244 -4.222 0.283  -0.496
C5 1.190 -4.250 -1.110  0.361
C6 0.366 -5.361 -1.757  -0.856
C7 -1.140 -4.880 -1.709  -0.830
N1 1.832 -3.336 -1.819  0.132
C8 2.536 -2.317 -1.265  -0.349
C9 2.605 -2.217 0.089  0.094
C10 3.332 -1.081 0.822  -1.117
C11 2.197 -0.144 1.408  -0.491
C12 2.243 1.294 0.849  -1.086
C13 1.837 1.409 -0.646  -0.732
C14 0.624 0.545 -1.067  -0.340
C15 -0.752 1.131 -0.662  -0.421
O1 -1.714 0.882 -1.697  -0.377
C16 -2.514 -0.200 -1.436  0.707
O2 -2.577 -1.077 -2.263  -0.540
C17 -3.351 -0.315 -0.177  -0.199
C18 -3.685 -1.524 0.266  -0.714
H1 2.033 -3.259 4.619  0.469
H2 0.728 -4.946 0.914  0.487
H3 0.425 -6.216 -1.072  0.315
H4 0.694 -5.590 -2.778  0.404
H5 -1.637 -5.269 -0.806  0.305
H6 -1.691 -5.279 -2.575  0.365
H7 -1.208 -3.782 -1.700  0.182
H8 1.781 -3.413 -2.831  0.317
H9 3.032 -1.584 -1.901  0.410
H10 3.866 -1.534 1.671  0.391
H11 4.026 -0.542 0.165  0.554
H12 1.211 -0.601 1.213  0.363
H13 2.295 -0.155 2.507  0.471
H14 3.286 1.657 0.922  0.378
H15 1.616 1.926 1.497  0.383
H16 1.598 2.466 -0.854  0.443
H17 2.676 1.153 -1.320  0.358
H18 0.614 0.536 -2.174  0.432
H19 0.683 -0.511 -0.759  -0.106
H20 -0.668 2.229 -0.563  0.192
H21 -1.052 0.767 0.337  0.403
H22 -3.717 0.579 0.342  0.364
H23 -3.932 -1.694 1.319  0.271
H24 -3.693 -2.387 -0.410  0.303
C19 -3.035 3.875 0.419  -0.351
O3 -1.816 4.614 0.368  -0.171
C20 -1.927 5.885 0.777  0.683
O4 -2.934 6.412 1.163  -0.532
O5 -0.727 6.455 0.679  -0.316
C21 -0.696 7.826 1.085  -0.644
H25 -2.819 2.869 0.067  -0.170
H26 -3.408 3.814 1.442  0.325
H27 -3.785 4.318 -0.234  0.377
H28 -0.975 7.923 2.134  0.300
H29 -1.351 8.428 0.458  0.298
H30 0.326 8.176 0.961  0.220

Output
HOMO-LUMO gap, Ha: 0.289
Net charge: +1
E_LUMO, eV: -4.42
Total energy, Ha: -1248.8212



# 4
The following is a DFT calculation (ωB97M-V/def2-TZVPD) of a structure of composition C25H29CrNO5S2Se2 in a non-equilibrium geometry.

Each line ends with the Mulliken charge.
CARTESIAN COORDINATES (ANGSTROEM)
Cr1 -0.400 0.310 0.333  0.046
C1 3.294 0.235 -0.680  -1.117
Se1 2.032 -0.170 0.795  0.223
C2 2.360 1.402 1.932  -0.897
C3 1.984 2.693 1.245  -0.848
Se2 0.047 2.722 0.671  0.280
C4 0.486 3.704 -0.956  -1.069
H1 3.369 -0.671 -1.279  0.329
H2 4.269 0.468 -0.255  0.417
H3 2.935 1.056 -1.296  0.311
H4 3.413 1.406 2.226  0.561
H5 1.732 1.240 2.813  0.411
H6 2.603 2.858 0.361  0.418
H7 2.134 3.520 1.944  0.466
H8 1.042 4.597 -0.670  0.461
H9 -0.456 3.991 -1.410  0.336
H10 1.074 3.084 -1.635  0.286
C5 -0.547 0.632 -6.118  -1.581
C6 -1.143 0.711 -4.750  0.729
C7 -2.501 0.987 -4.607  -0.706
C8 -3.057 1.168 -3.354  -0.629
C9 -2.260 1.054 -2.229  -0.007
C10 -0.928 0.701 -2.353  0.728
C11 -0.366 0.530 -3.606  -1.151
S1 -2.914 1.564 -0.643  1.261
O1 -2.231 2.827 -0.390  -0.723
O2 -4.338 1.588 -0.653  -0.736
N1 -2.298 0.432 0.312  0.147
C12 -2.954 0.129 1.536  -0.588
C13 -1.877 0.154 2.666  0.488
O3 -2.192 0.087 3.824  -0.654
O4 -0.676 0.248 2.217  -0.299
H11 -0.973 1.409 -6.748  0.455
H12 -0.766 -0.329 -6.581  0.275
H13 0.530 0.763 -6.090  0.377
H14 -3.112 1.088 -5.492  0.530
H15 -4.096 1.422 -3.214  0.626
H16 -0.284 0.595 -1.452  0.513
H17 0.683 0.286 -3.704  0.493
H18 -3.379 -0.883 1.519  0.274
H19 -3.759 0.843 1.746  0.472
O5 -0.535 -1.796 0.229  -0.331
S2 0.385 -2.527 -0.709  0.098
C14 0.309 -4.285 -0.318  0.414
C15 1.444 -4.997 -0.673  -0.271
C16 1.468 -6.370 -0.502  -0.734
C17 0.358 -7.015 0.021  -0.485
C18 -0.758 -6.287 0.405  -0.822
C19 -0.790 -4.910 0.240  -0.101
C20 -0.600 -2.602 -2.223  0.802
C21 0.015 -2.756 -3.452  -0.549
C22 -0.766 -2.704 -4.595  -0.650
C23 -2.137 -2.527 -4.494  -0.587
C24 -2.743 -2.407 -3.253  -0.892
C25 -1.966 -2.425 -2.109  -0.203
H20 2.288 -4.466 -1.085  0.445
H21 2.350 -6.928 -0.774  0.421
H22 0.374 -8.089 0.136  0.409
H23 -1.605 -6.803 0.830  0.425
H24 -1.651 -4.335 0.541  0.427
H25 1.080 -2.919 -3.510  0.477
H26 -0.298 -2.794 -5.563  0.527
H27 -2.740 -2.487 -5.386  0.461
H28 -3.813 -2.300 -3.174  0.458
H29 -2.400 -2.291 -1.129  0.354

Output
HOMO-LUMO gap (spin up / spin down), Ha: 0.261 / 0.291
Net charge: +1
2S+1: 2
E_LUMO (spin up / spin down), eV: -4.57 / -3.75
Total energy, Ha: -8044.4255



Number 3 is which compound?
C21H30NO5



Look up the total energy of the second one.
-3951.0587 Ha